No. 1
A structure of composition C16H36BaO10. Source: the Open Molecules 2025 dataset; level of theory: ωB97M-V with the def2-TZVPD basis set.

XYZ file:
```
63
Properties=species:S:1:pos:R:3:lowdin_charge:R:1
Ba -0.108 0.291 -0.539 2.140
C 3.306 -2.958 -0.893 -0.020
C 2.014 -2.216 -0.507 -0.766
O 2.118 -1.305 0.309 -0.135
O 0.899 -2.388 -1.130 -0.172
H 3.873 -3.305 -0.029 0.070
H 4.056 -2.297 -1.328 0.060
H 3.188 -3.752 -1.630 0.070
C -2.979 3.493 -2.231 -0.021
C -1.963 2.860 -1.311 -0.740
O -2.297 2.228 -0.264 -0.148
O -0.754 2.747 -1.722 -0.202
H -2.606 4.463 -2.562 0.076
H -3.962 3.601 -1.772 0.073
H -3.215 2.958 -3.151 0.063
C -2.423 -2.002 1.304 -0.092
O -2.241 -1.279 0.109 -0.328
C -2.632 -2.051 -1.034 -0.171
C -2.700 -1.192 -2.308 -0.206
O -1.489 -0.569 -2.568 -0.375
C -1.430 0.097 -3.855 -0.058
H -1.776 -2.875 1.388 0.105
H -3.475 -2.235 1.468 0.099
H -2.160 -1.438 2.199 0.071
H -3.669 -2.331 -0.844 0.124
H -2.094 -2.996 -1.105 0.135
H -3.377 -0.349 -2.165 0.134
H -3.141 -1.770 -3.120 0.136
H -2.221 0.839 -3.962 0.090
H -1.342 -0.475 -4.779 0.098
H -0.471 0.615 -3.845 0.071
C -1.384 0.970 2.883 -0.084
O -0.172 0.447 2.288 -0.336
C 0.865 0.103 3.218 -0.158
C 0.780 -1.322 3.926 -0.165
O -0.381 -1.389 4.737 -0.203
C -0.512 -2.634 5.373 -0.122
H -2.254 1.104 2.239 0.088
H -1.107 1.945 3.285 0.090
H -1.716 0.381 3.738 0.080
H 0.957 0.826 4.029 0.123
H 1.822 0.095 2.695 0.117
H 1.625 -1.525 4.584 0.126
H 0.729 -2.009 3.082 0.121
H -1.428 -2.795 5.941 0.089
H 0.296 -2.700 6.102 0.081
H -0.364 -3.524 4.761 0.086
C 2.105 -0.145 -3.358 -0.080
O 1.953 0.777 -2.281 -0.326
C 3.146 1.353 -1.866 -0.201
C 2.777 2.540 -0.977 -0.175
O 1.897 2.140 0.076 -0.339
C 1.502 3.225 0.926 -0.068
H 1.261 -0.821 -3.498 0.079
H 2.831 -0.911 -3.082 0.092
H 2.265 0.366 -4.307 0.103
H 3.610 1.809 -2.741 0.132
H 3.841 0.688 -1.352 0.136
H 2.233 3.254 -1.596 0.130
H 3.633 3.026 -0.509 0.130
H 1.047 4.029 0.348 0.102
H 2.390 3.432 1.524 0.094
H 0.819 2.856 1.691 0.077
```

- HOMO energy: -8.32 eV
- Kohn-Sham gap: 0.3224 Ha
- E: -1409.1497 a.u.
- LUMO: 0.46 eV
- Energy relative to the best compared isomer or geometry (same formula, charge and spin): 0.0 kJ/mol

=====

No. 2
An isolated molecule of C16H36N4. Source: the Open Molecules 2025 dataset; level of theory: ωB97M-V with the def2-TZVPD basis set.

XYZ file:
```
56
Properties=species:S:1:pos:R:3:lowdin_charge:R:1
C 0.671 0.653 4.276 -0.060
H 1.587 0.491 4.838 0.075
H 0.296 1.648 4.511 0.076
H -0.065 -0.081 4.596 0.074
C 0.949 0.528 2.770 -0.388
N -0.160 0.963 1.927 -0.050
H -0.197 1.977 1.914 0.125
C -1.486 0.450 2.219 -0.216
C -2.444 0.905 1.119 -0.222
N -2.054 0.330 -0.156 -0.001
H -1.046 0.201 -0.148 0.076
C -2.378 1.093 -1.356 -0.568
C -1.544 2.383 -1.468 -0.039
H -1.743 2.888 -2.410 0.080
H -0.486 2.145 -1.404 0.065
H -1.792 3.071 -0.663 0.068
C -3.868 1.457 -1.354 -0.048
H -4.090 2.209 -0.601 0.074
H -4.154 1.854 -2.326 0.084
H -4.465 0.573 -1.147 0.086
C -2.127 0.188 -2.587 -0.114
H -3.009 -0.439 -2.729 0.118
H -2.032 0.828 -3.468 0.120
C -0.924 -0.763 -2.534 -0.409
N 0.294 -0.046 -2.200 -0.044
H 0.457 0.688 -2.882 0.122
C 1.490 -0.858 -2.060 -0.213
C 2.481 -0.150 -1.116 -0.203
N 2.013 -0.018 0.242 -0.006
H 1.017 0.170 0.245 0.076
C 2.359 -1.020 1.238 -0.568
C 2.315 -2.482 0.748 -0.045
H 1.320 -2.737 0.389 0.075
H 3.032 -2.653 -0.050 0.077
H 2.559 -3.150 1.572 0.083
C 3.782 -0.717 1.733 -0.035
H 3.825 0.284 2.152 0.076
H 4.488 -0.767 0.908 0.074
H 4.087 -1.432 2.492 0.080
C 1.360 -0.908 2.410 -0.106
H 1.804 -1.385 3.284 0.120
H 0.460 -1.469 2.153 0.110
H 2.649 0.862 -1.506 0.112
H 3.439 -0.673 -1.133 0.105
H 1.198 -1.817 -1.628 0.103
H 1.992 -1.059 -3.021 0.116
H -1.094 -1.488 -1.730 0.138
C -0.841 -1.521 -3.869 -0.058
H -1.778 -2.031 -4.075 0.075
H -0.047 -2.264 -3.842 0.066
H -0.637 -0.828 -4.685 0.080
H -3.459 0.570 1.363 0.116
H -2.448 2.007 1.112 0.107
H -1.882 0.789 3.191 0.113
H -1.451 -0.641 2.229 0.116
H 1.781 1.193 2.518 0.132
```

- HOMO energy: -8.08 eV
- Kohn-Sham gap: 0.3296 Ha
- E: -850.2653 a.u.
- LUMO: 0.89 eV
- Energy relative to the best compared isomer or geometry (same formula, charge and spin): 0.0 kJ/mol

=====

No. 3
A cluster of 9 separate species, C16H36N4O27S5 in total. Source: the Open Molecules 2025 dataset; level of theory: ωB97M-V with the def2-TZVPD basis set.

XYZ file:
```
88
Properties=species:S:1:pos:R:3:lowdin_charge:R:1
C 4.931 -5.687 2.124 0.057
N 4.460 -6.546 0.967 -0.486
O 5.094 -7.513 0.655 0.065
O 3.454 -6.247 0.425 0.075
H 4.438 -6.083 3.012 0.101
H 4.689 -4.641 1.935 0.094
H 6.017 -5.778 2.113 0.093
C -7.791 0.918 -3.082 0.059
N -9.286 0.542 -3.303 -0.414
O -9.547 -0.620 -3.356 0.077
O -10.068 1.472 -3.670 0.009
H -7.264 0.304 -2.352 0.090
H -7.850 1.926 -2.670 0.083
H -7.349 0.904 -4.079 0.096
C -0.686 -10.436 -1.112 0.057
N -1.677 -9.357 -0.675 -0.418
O -1.821 -8.392 -1.387 0.065
O -2.126 -9.406 0.505 0.013
H -1.083 -11.286 -0.558 0.089
H 0.337 -10.198 -0.819 0.102
H -0.842 -10.573 -2.182 0.093
C 5.109 3.985 1.949 -0.285
C 6.260 3.622 2.896 -0.168
O 6.729 2.377 2.424 -0.199
S 6.532 2.256 0.822 0.768
O 6.284 0.896 0.393 -0.228
O 7.611 3.015 0.158 -0.250
O 5.049 3.120 0.948 -0.162
H 5.300 5.012 1.636 0.128
H 4.146 4.040 2.456 0.135
H 5.984 3.546 3.948 0.135
H 7.060 4.360 2.835 0.126
C -4.490 -4.027 2.755 -0.210
C -3.166 -3.426 3.369 -0.150
O -3.651 -2.263 4.043 -0.201
S -4.847 -1.597 3.148 0.702
O -4.397 -0.545 2.280 -0.227
O -5.938 -1.319 4.094 -0.261
O -5.276 -2.970 2.358 -0.172
H -4.896 -4.738 3.475 0.130
H -4.199 -4.584 1.864 0.132
H -2.522 -3.138 2.539 0.122
H -2.614 -4.089 4.036 0.135
C -0.995 1.266 7.920 -0.160
C -0.744 2.316 6.778 -0.117
O 0.094 1.657 5.761 -0.219
S 1.029 0.495 6.466 0.692
O 2.181 1.075 7.110 -0.243
O 1.199 -0.664 5.632 -0.231
O -0.115 0.186 7.635 -0.225
H -2.024 0.938 8.067 0.129
H -0.580 1.649 8.852 0.122
H -0.140 3.140 7.159 0.124
H -1.718 2.583 6.369 0.128
C 2.127 0.388 -8.998 -0.143
C 1.989 1.288 -7.660 -0.206
O 3.250 1.575 -7.262 -0.196
S 4.258 0.320 -7.512 0.747
O 4.079 -0.837 -6.652 -0.239
O 5.628 0.853 -7.661 -0.244
O 3.487 0.015 -8.957 -0.215
H 1.861 0.769 -9.985 0.124
H 1.440 -0.446 -8.853 0.116
H 1.380 0.778 -6.913 0.126
H 1.559 2.277 -7.820 0.131
C -0.640 7.422 -1.887 -0.193
C -1.881 8.189 -1.411 -0.181
O -1.638 8.424 -0.024 -0.195
S -0.721 7.213 0.672 0.713
O -1.550 6.217 1.318 -0.240
O 0.377 7.744 1.426 -0.228
O -0.248 6.619 -0.798 -0.196
H 0.096 8.187 -2.136 0.126
H -0.792 6.878 -2.819 0.135
H -2.788 7.597 -1.531 0.126
H -2.027 9.040 -2.076 0.133
C -1.182 -1.136 -2.124 -0.376
O -2.002 -0.761 -2.911 0.013
N -0.432 -0.267 -1.422 -0.200
C 0.807 -0.725 -0.798 -0.054
C -0.761 1.152 -1.505 -0.041
H -0.929 -2.204 -2.034 0.139
H 1.397 -1.191 -1.587 0.088
H 0.654 -1.385 0.056 0.083
H 1.423 0.065 -0.369 0.085
H -0.078 1.630 -2.208 0.091
H -1.803 1.355 -1.750 0.086
H -0.622 1.483 -0.476 0.087
```

- HOMO energy: -9.19 eV
- Kohn-Sham gap: 0.3354 Ha
- E: -4872.1305 a.u.
- LUMO: -0.07 eV
- Energy relative to the best compared isomer or geometry (same formula, charge and spin): 370.7 kJ/mol

=====

No. 4
A structure of composition C16H36N4O8Sr. Source: the Open Molecules 2025 dataset; level of theory: ωB97M-V with the def2-TZVPD basis set.

XYZ file:
```
65
Properties=species:S:1:pos:R:3:lowdin_charge:R:1
Sr -18.058 1.797 10.121 1.439
O -20.191 0.541 9.285 -0.468
C -21.102 -0.534 9.636 -0.423
C -22.226 -0.855 8.594 -0.503
O -21.957 -1.145 7.230 -0.446
H -21.531 -0.401 10.630 0.036
H -20.513 -1.431 9.828 0.055
H -22.935 -0.032 8.506 0.044
H -22.789 -1.681 9.030 0.033
O -15.952 0.220 10.108 -0.505
C -15.829 -0.170 8.731 -0.434
C -16.273 0.908 7.615 -0.460
O -17.599 1.406 7.516 -0.440
H -16.240 -1.137 8.444 0.063
H -14.787 -0.426 8.539 0.043
H -16.144 0.411 6.653 0.056
H -15.515 1.683 7.731 0.041
C -19.712 4.365 7.682 -0.265
O -19.046 3.783 8.538 -0.041
N -19.911 5.709 7.672 -0.186
C -20.529 6.409 6.509 -0.049
C -19.643 6.492 8.837 -0.076
H -19.909 3.888 6.710 0.156
H -21.443 6.873 6.879 0.072
H -20.656 5.877 5.567 0.087
H -19.908 7.260 6.227 0.069
H -18.896 7.247 8.596 0.076
H -20.505 7.139 9.003 0.073
H -19.329 5.997 9.756 0.075
C -18.836 4.564 12.274 -0.271
O -18.910 3.450 11.724 -0.108
N -19.520 4.929 13.369 -0.198
C -20.552 4.170 13.963 -0.074
C -19.250 6.165 14.026 -0.094
H -18.170 5.372 11.935 0.124
H -20.376 3.902 15.005 0.079
H -20.716 3.161 13.584 0.105
H -21.464 4.766 14.008 0.092
H -18.179 6.341 14.130 0.086
H -19.818 7.029 13.682 0.087
H -19.504 5.960 15.066 0.078
C -15.169 3.915 10.773 -0.254
O -16.392 3.627 10.694 -0.111
N -14.716 5.180 10.721 -0.170
C -13.303 5.569 11.043 -0.054
C -15.649 6.339 10.531 -0.032
H -14.349 3.183 10.826 0.150
H -13.223 6.378 11.770 0.072
H -12.844 5.794 10.081 0.085
H -12.796 4.790 11.613 0.078
H -16.459 5.981 9.894 0.080
H -16.068 6.522 11.520 0.072
H -15.189 7.215 10.074 0.081
C -18.057 0.427 13.541 -0.288
O -18.184 0.526 12.317 -0.066
N -18.186 -0.707 14.286 -0.191
C -17.781 -0.734 15.692 -0.072
C -18.299 -1.944 13.540 -0.039
H -18.034 1.288 14.227 0.126
H -17.895 0.263 16.118 0.072
H -16.814 -1.205 15.869 0.084
H -18.567 -1.260 16.235 0.076
H -18.812 -2.689 14.148 0.080
H -18.749 -1.811 12.556 0.102
H -17.308 -2.340 13.315 0.094
```

- HOMO energy: 1.88 eV
- Kohn-Sham gap: 0.0522 Ha
- Charge: -2
- E: -1482.6555 a.u.
- LUMO: 3.30 eV
- Energy relative to the best compared isomer or geometry (same formula, charge and spin): 371.0 kJ/mol